[1]
Molecular formula: C20H42N2O17
Method: DFT, ωB97M-V/def2-TZVPD

```
81
Properties=species:S:1:pos:R:3:forces:R:3:lowdin_charge:R:1
C -2.8907 -2.9792 3.7723 -0.54 0.38 0.51 -0.034
O -1.5951 -3.4797 3.4761 -0.17 -0.14 0.12 0.025
C -1.3022 -3.5292 2.1878 0.96 -0.06 0.26 -0.627
O -1.9031 -3.0075 1.2894 -0.87 0.14 -0.35 0.094
O -0.1691 -4.1931 2.0519 0.19 -0.36 0.02 0.018
C 0.2754 -4.4216 0.7060 0.19 0.32 -0.12 -0.011
H -3.6375 -3.7650 3.6670 0.03 -0.01 -0.21 0.102
H -3.1425 -2.1192 3.1581 0.01 -0.08 -0.16 0.094
H -2.8933 -2.6624 4.8118 0.23 -0.07 0.03 0.096
H 1.3210 -4.6943 0.7986 -0.02 -0.14 -0.01 0.087
H 0.1924 -3.5193 0.1019 -0.04 -0.05 0.01 0.074
H -0.2963 -5.2194 0.2388 -0.03 -0.03 0.05 0.108
C -1.8606 4.9735 5.0696 -0.21 0.24 1.01 -0.011
O -1.1606 4.0316 5.9179 -0.79 0.55 0.21 0.015
C -0.0330 3.5705 5.4139 -0.96 -0.87 0.76 -0.665
O 0.3671 3.8126 4.3297 1.25 0.55 -2.01 0.133
O 0.4874 2.7110 6.2685 0.58 -0.49 0.92 0.010
C 1.5350 1.8545 5.7762 -0.38 0.34 -0.36 -0.018
H -1.9714 4.6173 4.0512 0.27 0.03 -0.07 0.078
H -1.3754 5.9457 5.1779 0.16 -0.12 -0.53 0.102
H -2.8421 5.0981 5.5267 0.02 -0.28 -0.03 0.093
H 2.2755 2.4242 5.2188 -0.03 0.00 0.00 0.094
H 1.0638 1.1168 5.1288 0.19 -0.10 -0.10 0.094
H 1.9923 1.3663 6.6265 -0.09 0.07 0.19 0.091
C 3.5154 -4.3316 -1.6354 -0.32 -1.04 0.22 -0.043
O 3.3729 -3.1132 -2.3129 1.13 0.34 -0.01 0.014
C 2.1747 -2.8423 -2.7721 -0.75 0.22 0.05 -0.649
O 1.1970 -3.5177 -2.6253 -0.81 -0.52 0.07 0.135
O 2.2402 -1.6904 -3.3892 0.42 0.85 -0.71 -0.011
C 1.0982 -1.1228 -4.0057 -0.47 0.43 -0.20 -0.041
H 2.9152 -5.1047 -2.1188 0.05 0.02 0.03 0.100
H 3.1764 -4.2493 -0.6024 0.11 0.10 0.04 0.084
H 4.5576 -4.6237 -1.6756 0.15 0.19 0.06 0.098
H 0.2892 -0.9247 -3.3094 0.08 -0.42 0.16 0.067
H 0.7473 -1.7059 -4.8562 0.08 -0.27 0.18 0.097
H 1.3954 -0.1394 -4.3710 0.32 -0.13 -0.01 0.099
C -0.4030 5.1806 1.4080 0.31 -0.27 1.02 -0.038
O -0.9227 4.5262 0.2592 0.90 0.49 -0.56 0.021
C -1.8600 3.6190 0.4580 0.67 1.12 -0.96 -0.659
O -2.3366 3.3509 1.5029 -1.03 -0.80 2.17 0.143
O -2.2059 3.1378 -0.7175 -0.28 0.19 -0.85 0.032
C -3.3830 2.3615 -0.7395 -0.56 -0.94 0.15 -0.046
H 0.5632 5.6257 1.1887 -0.14 0.06 -0.57 0.097
H -0.2076 4.4780 2.2202 -0.26 -0.04 -0.12 0.064
H -1.0835 5.9481 1.7749 -0.12 0.01 -0.14 0.099
H -4.0661 2.5547 0.0874 0.30 0.26 0.15 0.100
H -3.0822 1.3195 -0.6763 -0.09 -0.22 -0.06 0.077
H -3.9372 2.5269 -1.6595 0.38 0.17 -0.23 0.096
C -1.8714 -0.6471 -5.6051 1.30 0.54 -1.11 -0.044
O -2.0249 -1.0275 -4.2575 -0.29 -0.12 0.41 0.003
C -3.0724 -0.4875 -3.6380 0.44 -0.82 0.40 -0.628
O -3.6936 0.4504 -3.9927 -0.93 1.52 -0.88 0.149
O -3.3175 -1.1736 -2.5257 0.18 -0.14 0.38 0.007
C -4.5158 -0.8025 -1.8722 -0.94 -0.08 1.90 -0.059
H -2.0540 -1.5105 -6.2354 -0.25 -0.04 -0.08 0.103
H -0.8366 -0.3357 -5.7680 0.10 -0.31 0.21 0.082
H -2.4174 0.2340 -5.9286 -0.66 -0.23 0.39 0.098
H -4.4247 -0.9106 -0.7828 0.69 -0.43 -0.24 0.096
H -5.3263 -1.4839 -2.1256 0.00 0.16 -0.51 0.101
H -4.8173 0.2396 -1.9336 0.18 -0.04 -0.92 0.079
C 3.7530 1.5785 -3.1334 0.15 0.29 -0.68 -0.080
N 3.8243 0.4187 -2.2898 0.50 0.30 0.69 0.019
C 4.8593 0.2330 -1.4274 0.14 -0.32 -0.45 -0.539
C 4.6191 -0.7612 -0.3110 -0.03 -0.33 -0.13 0.002
O 5.9502 0.7771 -1.5437 -0.42 0.24 0.09 0.025
H 4.0836 1.3820 -4.1605 0.05 -0.06 0.09 0.082
H 4.3908 2.3683 -2.7397 0.07 -0.08 0.06 0.083
H 2.7380 1.9746 -3.1994 -0.07 -0.19 0.21 0.081
H 2.9983 -0.1290 -2.1482 -0.21 0.13 0.20 0.062
H 5.2311 -1.6474 -0.4880 0.17 0.12 0.03 0.080
H 3.5890 -1.1083 -0.2326 -0.08 0.25 0.01 0.053
H 4.9459 -0.2919 0.6147 -0.04 -0.07 0.06 0.084
C 0.6928 -0.5019 1.3072 -1.02 -0.49 0.48 0.008
C 0.3640 -0.5531 -0.1656 0.89 0.63 -0.90 -0.531
N -0.8837 -1.0175 -0.4702 1.17 0.44 0.29 0.192
O 1.1762 -0.1628 -1.0226 -1.17 -0.56 0.89 0.015
H 1.1727 -1.4262 1.6371 0.20 0.01 -0.19 0.084
H -0.2557 -0.4577 1.8585 0.20 0.09 0.06 0.081
H 1.2957 0.3431 1.6070 0.23 0.16 -0.31 0.084
H -1.0383 -1.1520 -1.4573 -0.33 -0.33 0.10 0.090
H -1.3266 -1.6069 0.2318 -0.24 0.09 -0.56 0.059
```
Positions in Å, forces in eV/Å.

Output
Charge: 0
Orbital gap: 9.0 eV
F_max: 2.53 eV/A
E: -59209.6511 eV

[2]
Molecular formula: C20H42NO9
Method: DFT, ωB97M-V/def2-TZVPD

```
72
Properties=species:S:1:pos:R:3:forces:R:3:lowdin_charge:R:1
C -0.9145 0.4118 0.3283 -0.18 -0.42 0.11 -0.200
C -1.3399 -0.2751 -0.9718 0.53 0.26 0.35 -0.332
C -2.4226 -1.3317 -0.7959 0.31 -0.37 0.27 -0.414
O -1.8061 -2.5198 -0.2364 -0.28 -0.26 0.04 -0.089
C -3.5528 -0.8925 0.1117 -0.63 -0.27 -0.07 -0.268
N -4.5213 0.0160 -0.4960 -0.32 0.17 0.54 0.005
H 0.1050 0.7970 0.2526 0.04 0.27 -0.11 -0.081
H -1.6184 1.2092 0.6003 0.10 0.26 0.04 -0.063
H -1.6343 0.4220 -1.7687 -0.34 -0.11 -0.23 0.068
H -0.4722 -0.8068 -1.3699 0.08 -0.10 -0.17 0.081
H -2.8499 -1.6480 -1.7552 -0.07 0.27 -0.23 0.129
H -2.5111 -3.1850 -0.1922 0.24 0.25 -0.05 0.049
H -3.1721 -0.4443 1.0224 0.36 0.09 0.02 0.085
H -4.0931 -1.7946 0.4185 -0.17 -0.05 0.01 0.094
H -4.0894 0.9023 -0.7168 0.10 -0.11 -0.25 0.044
H -4.9652 -0.3770 -1.3130 0.28 0.10 -0.21 0.048
O -5.0877 -4.5690 -0.1444 -0.12 -0.06 -0.04 0.105
C -4.9995 -4.8921 1.0067 0.37 0.22 0.04 -0.532
O -5.9405 -4.4657 1.8751 -0.27 -0.10 -0.14 -0.002
C -6.0165 -4.9197 3.2254 0.08 0.05 0.20 -0.246
C -5.1437 -4.0923 4.1467 0.09 0.03 -0.06 -0.061
C -3.8105 -5.6686 1.5227 -0.14 -0.32 0.03 0.013
H -5.7909 -5.9857 3.2896 0.04 0.01 -0.01 0.107
H -7.0636 -4.8028 3.5023 -0.03 0.03 -0.08 0.118
H -4.0892 -4.1788 3.8867 0.01 -0.04 0.02 0.072
H -5.2707 -4.4139 5.1815 -0.02 -0.01 0.00 0.077
H -5.4115 -3.0390 4.0709 -0.03 0.00 0.01 0.087
H -3.0270 -4.9621 1.7977 0.00 0.04 0.02 0.098
H -3.4431 -6.2981 0.7167 0.04 0.13 -0.08 0.090
H -4.0311 -6.3108 2.3728 0.05 0.11 0.07 0.067
O 4.4404 1.3481 4.2700 -0.01 -0.01 0.00 0.069
C 4.0356 0.8415 3.2503 0.02 -0.17 -0.02 -0.539
O 2.7845 0.3733 3.2074 0.00 0.20 0.04 -0.003
C 2.1544 -0.0669 1.9807 -0.23 -0.23 -0.02 -0.236
C 2.4524 -1.5209 1.6960 0.24 -0.03 0.02 -0.066
C 4.9367 0.6586 2.0507 -0.20 0.41 -0.10 -0.001
H 2.4313 0.5830 1.1521 0.04 0.03 0.04 0.101
H 1.0801 0.0548 2.1247 0.01 0.07 0.02 0.082
H 3.5207 -1.6976 1.5442 -0.01 0.02 -0.06 0.060
H 1.9124 -1.8379 0.8041 -0.10 0.04 0.03 0.080
H 2.1324 -2.1394 2.5353 -0.08 0.01 -0.02 0.077
H 5.4630 -0.2876 2.1392 0.02 -0.05 -0.01 0.082
H 5.6702 1.4588 2.0465 0.10 -0.07 0.13 0.074
H 4.4069 0.6886 1.1017 0.01 -0.16 0.01 0.073
O 7.7422 -0.1731 0.8904 0.14 0.02 -0.04 0.113
C 8.1735 0.6341 0.1160 -0.11 -0.18 -0.14 -0.518
O 7.7480 1.9104 0.2080 0.02 0.08 0.23 -0.005
C 8.3271 2.9870 -0.5295 0.00 0.10 -0.16 -0.238
C 7.6927 3.1404 -1.8963 -0.04 -0.11 -0.03 -0.063
C 9.1061 0.2429 -1.0076 0.32 0.10 0.14 0.012
H 9.4113 2.8780 -0.5865 0.00 -0.04 -0.03 0.109
H 8.1319 3.8740 0.0710 -0.04 -0.04 0.06 0.123
H 7.8616 2.2615 -2.5187 0.06 0.02 -0.01 0.067
H 8.1037 4.0098 -2.4107 0.00 0.01 0.01 0.079
H 6.6154 3.2694 -1.7970 0.00 0.04 0.03 0.086
H 8.5094 -0.0543 -1.8690 -0.02 0.03 -0.02 0.095
H 9.6917 -0.6109 -0.6778 -0.13 -0.08 0.01 0.088
H 9.7993 1.0269 -1.3046 -0.10 0.03 -0.09 0.068
O -4.0579 1.1171 -3.5250 -0.03 -0.01 -0.23 0.108
C -4.1556 2.3094 -3.5457 -0.06 -0.03 0.37 -0.527
O -3.0445 3.0499 -3.7514 0.11 -0.10 -0.27 0.000
C -3.0700 4.4594 -3.9528 -0.01 0.16 0.12 -0.249
C -3.0259 5.2150 -2.6403 -0.03 -0.04 0.08 -0.065
C -5.4646 3.0051 -3.2446 -0.10 0.10 -0.33 0.011
H -3.9235 4.7501 -4.5688 -0.03 -0.01 0.04 0.106
H -2.1744 4.6763 -4.5340 0.03 -0.07 0.00 0.119
H -3.9050 5.0091 -2.0297 -0.03 0.03 -0.03 0.068
H -2.9759 6.2902 -2.8206 0.00 0.00 -0.02 0.076
H -2.1512 4.9134 -2.0649 0.02 0.00 -0.02 0.086
H -5.5422 3.1508 -2.1677 0.02 0.01 0.02 0.094
H -6.2733 2.3543 -3.5659 0.04 -0.11 0.11 0.088
H -5.5878 3.9625 -3.7474 0.06 0.05 0.12 0.065
```
Positions in Å, forces in eV/Å.

Output
Charge: -1
Orbital gap: 3.0 eV
F_max: 0.69 eV/A
E: -41336.7640 eV

[3]
Molecular formula: C20H42NP3SeTl
Method: DFT, ωB97M-V/def2-TZVPD

```
68
Properties=species:S:1:pos:R:3:forces:R:3:lowdin_charge:R:1
Tl -1.6915 0.9639 -4.8195 0.95 -0.69 0.27 1.005
P -1.2871 -2.2745 1.1004 -0.03 0.30 0.34 0.870
P 2.0424 -0.7318 1.7897 1.50 -0.15 0.96 0.744
P 1.8654 -1.3550 -0.7172 -0.25 1.33 -0.77 0.710
H -2.8299 3.6130 -5.1964 -0.36 -0.19 -0.07 0.046
C -3.2936 2.8652 -5.8431 -1.26 -0.46 0.22 -0.132
C -4.1320 1.8875 -5.3843 0.19 1.25 -0.79 -0.154
H -4.4646 1.7969 -4.3388 0.34 0.14 -0.42 0.077
C -2.5398 -1.5185 2.1395 -0.15 -0.01 0.10 -0.196
C -0.2479 -3.3973 2.0628 0.12 -0.18 0.13 -0.195
C -2.0548 -3.2665 -0.1763 -0.06 0.08 -0.27 -0.192
C 3.0777 0.7709 1.8283 -0.19 0.17 -0.40 -0.238
C 0.9449 -0.3710 3.2225 -0.66 -0.10 -0.21 -0.222
C 3.1742 -1.9934 2.4890 -0.16 -0.10 -0.06 -0.230
C 0.9416 -1.2880 -2.3099 0.11 -0.16 -0.37 -0.278
C 2.1362 -3.1792 -0.6507 -0.30 0.09 0.69 -0.217
C 3.5510 -0.7953 -1.1647 -0.06 0.25 0.36 -0.207
H -3.1098 3.0028 -6.9142 -0.01 -0.27 0.35 0.093
H -4.5935 1.1996 -6.1015 0.12 0.22 0.28 0.086
H -2.9954 -0.6814 1.5945 0.09 -0.21 0.10 0.064
H -2.0904 -1.1191 3.0593 -0.10 -0.15 -0.29 0.054
H -3.3031 -2.2693 2.3879 0.18 0.20 0.00 0.083
H 0.0845 -2.9629 3.0110 -0.20 -0.16 -0.32 0.040
H 0.6350 -3.7247 1.4985 -0.34 0.06 0.09 0.036
H -0.8590 -4.2826 2.2967 0.15 0.21 -0.09 0.090
H -2.7763 -2.6501 -0.7258 0.10 -0.20 0.07 0.075
H -2.5752 -4.1062 0.3078 0.12 0.22 -0.20 0.086
H -1.2974 -3.6515 -0.8730 -0.24 0.03 0.19 0.057
H 3.5108 0.8488 2.8350 -0.07 -0.07 -0.26 0.076
H 2.4412 1.6401 1.6225 0.26 -0.20 0.10 0.033
H 3.8779 0.7297 1.0839 -0.10 0.06 0.20 0.048
H 1.5786 -0.0018 4.0445 -0.02 -0.11 -0.38 0.083
H 0.4149 -1.2594 3.5857 0.23 0.37 -0.08 0.024
H 0.2101 0.4019 2.9608 0.18 -0.10 0.03 0.010
H 3.5986 -1.5955 3.4205 -0.06 -0.14 -0.20 0.074
H 3.9923 -2.2210 1.7948 -0.14 0.06 0.18 0.055
H 2.6290 -2.9192 2.7140 0.21 0.18 -0.02 0.047
H 1.4799 -1.8674 -3.0726 -0.11 -0.07 0.15 0.074
H 0.8563 -0.2505 -2.6564 0.10 -0.39 0.24 -0.005
H -0.0696 -1.6960 -2.1929 0.22 0.03 0.08 0.043
H 2.6891 -3.4495 -1.5614 -0.20 0.16 0.18 0.079
H 1.1795 -3.7174 -0.6483 0.28 0.07 -0.05 0.039
H 2.7290 -3.4788 0.2218 -0.15 0.03 -0.22 0.047
H 3.8646 -1.3581 -2.0535 -0.16 0.06 0.19 0.083
H 4.2670 -0.9877 -0.3556 -0.18 -0.03 -0.22 0.058
H 3.5610 0.2726 -1.3953 0.06 -0.33 0.12 0.033
C 0.4871 2.0362 -1.7939 0.03 0.93 -0.67 -0.609
C -0.5868 2.8246 -2.2691 -0.07 -0.54 0.11 -0.159
C -0.5236 3.4367 -3.5232 0.31 0.16 0.06 -0.182
C 0.6014 3.2478 -4.3456 -0.19 -0.06 0.04 -0.113
C 1.7103 2.5691 -3.8362 0.11 -0.02 -0.09 -0.050
C 1.6890 2.0605 -2.5362 -0.44 -0.24 0.29 -0.114
Se 0.2587 0.9910 -0.2117 0.94 -0.60 -0.50 0.783
H -0.5732 -1.1700 0.5019 -0.31 -0.84 0.29 -0.088
H -1.4815 2.9383 -1.6491 0.28 -0.05 -0.22 0.115
H -1.3382 4.0942 -3.8359 0.30 -0.18 0.10 0.106
H 0.6240 3.6475 -5.3629 0.04 0.00 0.39 0.127
H 2.6034 2.4279 -4.4573 -0.34 0.26 0.34 0.132
H 2.6009 1.6622 -2.0876 -0.41 0.05 -0.36 0.085
C -2.0424 2.1268 5.5795 0.39 -0.06 0.01 -0.085
C -2.9006 2.3702 4.3292 -0.41 0.12 0.55 -0.210
C -2.1828 2.0086 3.1149 0.76 -0.12 -1.58 -0.202
N -1.5996 1.7500 2.1403 -0.95 0.15 1.69 0.101
H -1.7328 1.0770 5.6402 -0.08 0.16 0.02 0.071
H -2.5751 2.3729 6.5007 -0.06 0.00 -0.26 0.090
H -1.1387 2.7438 5.5382 -0.15 -0.10 0.06 0.086
H -3.8299 1.7835 4.3793 0.23 0.17 -0.10 0.127
H -3.1916 3.4288 4.2640 0.08 -0.29 -0.09 0.135
```
Positions in Å, forces in eV/Å.

Output
Charge: +3
Orbital gap (alpha / beta): 5.9 / 6.0 eV
F_max: 1.94 eV/A
E: -120790.6117 eV